(1)
Formula: C7H14N5
Source: the OMol25 dataset
Level of theory: the ωB97M-V functional and the def2-TZVPD basis

Geometry (Å):
C (-0.731, -3.181, -0.047)
C (-0.623, -1.976, 0.854)
N (-1.013, -1.809, 2.098)
N (-0.584, -0.666, 2.532)
C (0.012, -0.118, 1.538)
N (0.061, -0.912, 0.442)
N (0.382, -0.274, -0.736)
C (1.476, -0.785, -1.579)
C (0.666, 1.131, -0.323)
C (-0.053, 1.967, -1.344)
C (0.261, 1.303, 1.127)
N (-1.033, 2.010, 1.256)
H (-1.615, -3.776, 0.035)
H (-0.766, -2.832, -1.013)
H (0.228, -3.721, 0.094)
H (1.725, -1.879, -1.355)
H (1.205, -0.730, -2.651)
H (2.318, -0.180, -1.338)
H (1.773, 1.282, -0.350)
H (0.060, 1.617, -2.343)
H (0.235, 3.093, -1.310)
H (-1.172, 1.864, -1.202)
H (1.044, 1.906, 1.661)
H (-1.058, 2.894, 1.779)
H (-1.525, 1.346, 1.897)
H (-1.273, 2.426, 0.281)

Output
Energy above the lowest of the compared OMol25 structures with the same formula, charge and spin (kcal per mole): 57.6
HOMO energy (eV): -12.9503
HOMO-LUMO gap (eV): 9.51
Maximum force (hartree/bohr): 0.0675
Net charge: +1

(2)
Formula: C66H183N15O18
Source: the OMol25 dataset
Level of theory: the ωB97M-V functional and the def2-TZVPD basis

Geometry (Å):
C (-1.049, -5.633, -2.780)
C (-1.224, -4.823, -1.524)
O (-0.388, -5.266, -0.428)
H (-1.522, -5.154, -3.637)
H (-1.630, -6.547, -2.901)
H (0.007, -5.731, -3.030)
H (-2.286, -4.832, -1.279)
H (-0.917, -3.804, -1.758)
H (-0.870, -5.099, 0.386)
C (0.558, 3.936, 3.003)
C (1.892, 3.643, 2.262)
O (2.003, 2.254, 2.276)
H (-0.220, 3.226, 2.725)
H (0.227, 4.926, 2.688)
H (0.707, 3.793, 4.074)
H (2.728, 4.079, 2.809)
H (1.892, 4.134, 1.289)
H (1.360, 1.892, 1.662)
C (3.608, -2.528, 5.093)
C (4.917, -2.012, 4.503)
O (4.855, -0.567, 4.490)
H (3.589, -2.432, 6.179)
H (3.560, -3.609, 4.965)
H (2.777, -2.093, 4.538)
H (4.961, -2.351, 3.468)
H (5.685, -2.446, 5.144)
H (4.951, -0.194, 5.369)
C (9.699, -6.154, 1.612)
C (9.397, -4.640, 1.696)
C (7.917, -4.266, 1.638)
O (7.351, -4.289, 0.255)
C (6.074, -3.644, -0.029)
N (10.041, -4.265, 2.951)
H (9.287, -6.764, 2.416)
H (10.762, -6.395, 1.639)
H (9.289, -6.510, 0.667)
H (9.934, -4.231, 0.840)
H (7.711, -3.319, 2.136)
H (7.335, -5.002, 2.192)
H (6.023, -2.636, 0.382)
H (5.139, -4.143, 0.227)
H (6.040, -3.588, -1.117)
H (9.976, -3.268, 3.104)
H (11.026, -4.451, 2.827)
C (5.671, -9.533, -1.212)
C (6.013, -8.032, -1.262)
C (4.783, -7.137, -1.027)
O (3.898, -7.137, -2.175)
C (2.765, -6.360, -1.868)
N (7.212, -7.825, -0.482)
H (5.678, -9.947, -0.203)
H (6.536, -10.008, -1.674)
H (4.743, -9.844, -1.692)
H (6.421, -7.877, -2.260)
H (5.061, -6.086, -0.952)
H (4.389, -7.356, -0.034)
H (2.959, -5.346, -1.521)
H (2.275, -6.950, -1.093)
H (2.066, -6.419, -2.703)
H (7.664, -6.948, -0.697)
H (7.922, -8.538, -0.563)
C (-5.638, 0.667, 1.019)
C (-6.103, -0.561, 0.259)
C (-7.481, -1.242, 0.714)
O (-7.692, -2.399, 0.075)
C (-9.086, -2.782, 0.074)
N (-6.142, -0.002, -1.108)
H (-5.935, 0.541, 2.060)
H (-6.036, 1.606, 0.633)
H (-4.551, 0.753, 1.011)
H (-5.311, -1.299, 0.382)
H (-8.278, -0.506, 0.606)
H (-7.529, -1.491, 1.774)
H (-9.396, -2.979, 1.100)
H (-9.121, -3.747, -0.431)
H (-9.864, -2.177, -0.393)
H (-5.202, 0.332, -1.266)
H (-6.217, -0.761, -1.769)
C (-7.348, 0.580, -5.330)
C (-5.883, 0.708, -5.626)
C (-5.074, 1.461, -4.557)
O (-3.633, 1.580, -4.786)
C (-2.748, 0.593, -4.299)
N (-5.498, -0.657, -5.777)
H (-7.558, 0.065, -4.393)
H (-7.859, 0.086, -6.156)
H (-7.788, 1.569, -5.201)
H (-5.644, 1.214, -6.562)
H (-5.446, 1.229, -3.559)
H (-5.485, 2.466, -4.653)
H (-2.863, -0.141, -5.097)
H (-3.106, 0.342, -3.301)
H (-1.741, 1.000, -4.206)
H (-4.515, -0.685, -5.547)
H (-5.962, -1.136, -5.019)
C (-2.984, 7.136, 3.294)
C (-3.802, 6.348, 2.302)
C (-4.235, 7.081, 1.083)
O (-5.158, 8.074, 1.475)
C (-6.059, 8.439, 0.433)
N (-3.041, 5.143, 1.898)
H (-3.560, 7.946, 3.742)
H (-1.992, 7.525, 3.067)
H (-2.893, 6.526, 4.192)
H (-4.677, 5.968, 2.829)
H (-4.757, 6.326, 0.495)
H (-3.424, 7.575, 0.549)
H (-6.878, 7.754, 0.214)
H (-5.674, 8.602, -0.574)
H (-6.563, 9.393, 0.590)
H (-3.835, 4.564, 1.666)
H (-2.659, 4.688, 2.715)
C (-7.533, 3.283, -1.801)
C (-6.390, 4.180, -1.189)
C (-4.955, 3.819, -1.747)
O (-4.170, 5.000, -1.553)
C (-2.738, 4.993, -1.776)
N (-6.778, 5.510, -1.696)
H (-8.482, 3.650, -1.410)
H (-7.505, 2.252, -1.447)
H (-7.575, 3.239, -2.889)
H (-6.369, 4.193, -0.099)
H (-4.961, 3.587, -2.812)
H (-4.531, 2.962, -1.223)
H (-2.720, 5.024, -2.865)
H (-2.223, 4.098, -1.426)
H (-2.402, 5.974, -1.440)
H (-5.878, 5.921, -1.494)
H (-6.611, 5.484, -2.692)
C (-4.301, -3.972, 1.923)
C (-3.046, -3.028, 1.708)
C (-2.904, -1.949, 2.817)
O (-2.118, -0.857, 2.395)
C (-2.020, 0.240, 3.309)
N (-1.798, -3.776, 1.707)
H (-4.536, -4.473, 0.985)
H (-5.213, -3.377, 1.979)
H (-4.171, -4.642, 2.773)
H (-3.115, -2.536, 0.738)
H (-2.445, -2.301, 3.741)
H (-3.915, -1.669, 3.113)
H (-2.979, 0.758, 3.303)
H (-1.182, 0.793, 2.885)
H (-1.761, -0.018, 4.336)
H (-1.025, -3.206, 2.020)
H (-1.907, -4.465, 2.437)
C (0.819, -6.956, 2.516)
C (0.020, -8.191, 2.940)
C (-1.071, -8.550, 1.892)
O (-2.161, -7.627, 2.039)
C (-3.146, -7.720, 1.020)
N (0.838, -9.347, 3.036)
H (0.196, -6.075, 2.359)
H (1.401, -7.330, 1.673)
H (1.467, -6.589, 3.311)
H (-0.400, -8.128, 3.944)
H (-1.551, -9.500, 2.126)
H (-0.598, -8.607, 0.912)
H (-2.640, -7.477, 0.086)
H (-4.007, -7.093, 1.254)
H (-3.654, -8.683, 0.993)
H (1.346, -9.362, 2.163)
H (0.385, -10.248, 2.978)
C (0.967, 7.633, 0.777)
C (1.206, 9.043, 1.195)
C (-0.211, 9.801, 1.366)
O (0.033, 11.165, 1.651)
C (-0.840, 12.141, 1.113)
N (2.006, 9.069, 2.448)
H (0.206, 7.156, 1.396)
H (1.893, 7.059, 0.808)
H (0.642, 7.574, -0.261)
H (1.841, 9.331, 0.357)
H (-0.746, 9.369, 2.212)
H (-0.721, 9.704, 0.408)
H (-0.597, 13.090, 1.592)
H (-1.862, 11.872, 1.378)
H (-0.922, 12.207, 0.028)
H (2.978, 9.049, 2.175)
H (1.835, 9.917, 2.970)
C (11.037, -0.550, -0.347)
C (10.057, -0.157, 0.803)
C (8.641, -0.619, 0.741)
O (7.901, 0.146, 1.662)
C (6.481, 0.104, 1.601)
N (10.645, -0.897, 1.932)
H (10.820, 0.103, -1.192)
H (11.026, -1.627, -0.511)
H (12.102, -0.399, -0.165)
H (10.057, 0.890, 1.106)
H (8.408, -1.677, 0.863)
H (8.247, -0.187, -0.178)
H (6.055, -0.854, 1.898)
H (6.098, 0.401, 0.624)
H (6.019, 0.852, 2.246)
H (9.872, -0.674, 2.543)
H (11.529, -0.568, 2.293)
C (4.554, 5.625, -6.693)
C (4.835, 6.810, -5.713)
C (4.408, 6.522, -4.282)
O (2.950, 6.513, -4.186)
C (2.341, 5.905, -3.044)
N (6.278, 7.126, -5.737)
H (4.770, 5.868, -7.733)
H (3.507, 5.326, -6.632)
H (5.157, 4.747, -6.464)
H (4.264, 7.689, -6.012)
H (4.723, 7.325, -3.616)
H (4.946, 5.657, -3.894)
H (2.565, 4.839, -2.983)
H (1.261, 6.029, -2.965)
H (2.630, 6.377, -2.105)
H (6.690, 6.694, -6.551)
H (6.641, 8.068, -5.704)
C (-9.071, -2.736, -3.500)
C (-8.023, -2.980, -4.612)
C (-6.656, -3.331, -4.006)
O (-6.066, -2.339, -3.154)
C (-4.691, -2.658, -2.674)
N (-8.506, -4.016, -5.556)
H (-9.260, -3.634, -2.913)
H (-9.999, -2.244, -3.792)
H (-8.722, -2.048, -2.730)
H (-7.978, -2.015, -5.115)
H (-6.024, -3.262, -4.891)
H (-6.454, -4.350, -3.674)
H (-4.249, -1.809, -2.153)
H (-4.099, -3.079, -3.487)
H (-4.692, -3.455, -1.930)
H (-9.163, -3.412, -6.030)
H (-7.762, -4.372, -6.137)
C (-2.366, 3.189, 7.664)
C (-1.305, 2.198, 7.960)
C (-0.475, 1.888, 6.686)
O (0.650, 1.066, 7.005)
C (1.387, 0.634, 5.923)
N (-0.411, 2.836, 8.975)
H (-3.086, 2.752, 6.972)
H (-2.096, 4.191, 7.333)
H (-2.923, 3.287, 8.596)
H (-1.795, 1.280, 8.282)
H (-0.266, 2.863, 6.246)
H (-1.069, 1.346, 5.950)
H (0.747, -0.044, 5.358)
H (2.285, 0.126, 6.274)
H (1.615, 1.471, 5.263)
H (-0.987, 2.936, 9.798)
H (0.378, 2.233, 9.160)
C (2.944, -0.716, 0.949)
C (1.525, -1.214, 0.811)
C (0.544, -0.214, 0.064)
O (0.325, 1.058, 0.690)
C (-0.432, 1.980, -0.067)
N (1.530, -2.424, 0.025)
H (3.597, -1.506, 1.321)
H (2.907, -0.030, 1.795)
H (3.507, -0.374, 0.081)
H (1.094, -1.469, 1.779)
H (-0.446, -0.647, -0.075)
H (0.731, -0.062, -0.999)
H (-0.795, 2.747, 0.617)
H (-1.243, 1.427, -0.541)
H (0.203, 2.339, -0.876)
H (1.854, -3.222, 0.554)
H (0.610, -2.776, -0.198)
C (1.926, -2.975, -3.814)
C (1.640, -1.503, -3.769)
C (2.870, -0.643, -3.787)
O (2.512, 0.749, -3.946)
C (3.653, 1.628, -3.681)
N (0.669, -1.110, -4.808)
H (2.495, -3.206, -2.913)
H (2.526, -3.255, -4.680)
H (1.039, -3.599, -3.702)
H (1.074, -1.340, -2.852)
H (3.668, -0.848, -4.501)
H (3.404, -0.801, -2.850)
H (4.575, 1.437, -4.229)
H (3.900, 1.560, -2.621)
H (3.390, 2.635, -4.004)
H (0.689, -0.152, -4.491)
H (1.128, -0.955, -5.694)

Output
HOMO energy (eV): -8.6975
HOMO-LUMO gap (eV): 9.03
Maximum force (hartree/bohr): 0.0770

(3)
Formula: C3H5F2P
Source: the OMol25 dataset
Level of theory: the ωB97M-V functional and the def2-TZVPD basis

Geometry (Å):
C (0.110, -1.388, -0.607)
C (-0.357, -0.537, 0.238)
C (-1.141, 0.747, -0.446)
F (-2.247, 0.950, 0.279)
F (-1.519, 0.337, -1.738)
P (0.171, 2.041, -0.445)
H (0.617, -2.254, -0.198)
H (0.166, -1.267, -1.639)
H (-0.348, -0.727, 1.374)
H (0.064, 2.460, -1.791)
H (1.164, 1.050, -0.726)

Output
Energy above the lowest of the compared OMol25 structures with the same formula, charge and spin (kcal per mole): 55.7
HOMO energy (eV): -9.9478
HOMO-LUMO gap (eV): 10.92
Maximum force (hartree/bohr): 0.0758

(4)
Formula: C30H33BrN4O2
Source: the OMol25 dataset
Level of theory: the ωB97M-V functional and the def2-TZVPD basis

Geometry (Å):
C (-5.279, -3.818, 0.268)
C (-4.825, -2.396, 0.198)
C (-5.723, -1.356, -0.015)
C (-5.297, -0.045, -0.110)
C (-3.953, 0.274, 0.051)
C (-3.517, 1.690, -0.150)
O (-4.094, 2.422, -0.937)
N (-2.450, 2.079, 0.571)
C (-1.847, 3.380, 0.354)
C (-2.686, 4.483, 0.999)
C (-0.428, 3.375, 0.934)
N (0.390, 2.296, 0.440)
C (0.423, 1.097, 1.064)
N (-0.401, 0.539, 1.871)
C (0.261, -0.682, 2.316)
C (1.726, -0.605, 1.790)
C (2.242, -1.930, 1.224)
C (3.700, -1.826, 0.881)
C (4.117, -1.729, -0.440)
C (5.458, -1.587, -0.748)
C (6.403, -1.539, 0.262)
C (5.999, -1.642, 1.582)
C (4.657, -1.785, 1.888)
N (1.583, 0.420, 0.777)
C (2.552, 1.358, 0.273)
C (1.638, 2.475, -0.289)
C (1.400, 2.333, -1.808)
C (0.991, 0.936, -2.180)
C (-0.303, 0.487, -1.950)
C (-0.657, -0.823, -2.216)
C (0.279, -1.712, -2.729)
O (-0.015, -3.014, -2.981)
C (1.564, -1.258, -3.011)
C (1.909, 0.050, -2.732)
C (-3.038, -0.745, 0.282)
C (-3.483, -2.052, 0.331)
Br (-2.172, -3.431, 0.538)
H (-4.821, -4.405, -0.528)
H (-6.360, -3.883, 0.172)
H (-4.983, -4.267, 1.216)
H (-6.772, -1.588, -0.125)
H (-5.997, 0.750, -0.314)
H (-1.981, 1.454, 1.225)
H (-1.817, 3.555, -0.730)
H (-2.236, 5.457, 0.822)
H (-3.681, 4.472, 0.565)
H (-2.766, 4.318, 2.071)
H (0.060, 4.323, 0.694)
H (-0.509, 3.284, 2.025)
H (0.209, -0.747, 3.405)
H (-0.248, -1.555, 1.898)
H (2.407, -0.259, 2.587)
H (1.659, -2.184, 0.338)
H (2.090, -2.704, 1.979)
H (3.380, -1.769, -1.228)
H (5.768, -1.515, -1.781)
H (7.450, -1.428, 0.023)
H (6.732, -1.614, 2.376)
H (4.349, -1.873, 2.921)
H (3.176, 0.906, -0.499)
H (3.205, 1.733, 1.077)
H (2.051, 3.470, -0.089)
H (2.320, 2.605, -2.328)
H (0.620, 3.041, -2.093)
H (-1.048, 1.164, -1.562)
H (-1.670, -1.156, -2.036)
H (-0.908, -3.215, -2.676)
H (2.271, -1.945, -3.448)
H (2.912, 0.388, -2.955)
H (-1.988, -0.527, 0.402)

Output
Energy above the lowest of the compared OMol25 structures with the same formula, charge and spin (kcal per mole): 0.0
HOMO energy (eV): -8.3524
HOMO-LUMO gap (eV): 8.95
Maximum force (hartree/bohr): 0.0129